The following is a DFT calculation (the ωB97M-V functional and the def2-TZVPD basis) of a single C3H4N2O molecule.

SMILES: Oc1ccn[nH]1
ΔE to the lowest compared entry with this formula, charge and spin: 27.5 kcal per mole
Net charge: 0
HOMO-LUMO gap: 9.73 eV
E_tot: -301.44338 hartree
HOMO: -9.14 eV

Geometry (Å):
O (-1.9836, 0.4853, 0.2459)
C (-0.6710, 0.1906, 0.0609)
C (0.4553, 0.9710, 0.1403)
C (1.5031, 0.0805, -0.1929)
N (1.0673, -1.1386, -0.4632)
N (-0.2666, -1.0547, -0.2941)
H (-2.3204, -0.0417, 0.9827)
H (0.5066, 2.0202, 0.3888)
H (2.5655, 0.2848, -0.2357)
H (-0.8562, -1.7974, -0.6327)